[1]
Below is one molecule with the formula C2HFN2O2 at a distorted geometry, with properties calculated with ωB97M-V/def2-TZVPD.

XYZ file:
```
8
Properties=species:S:1:pos:R:3:forces:R:3
N 0.0651 0.0092 -0.4466 1.48 -0.01 -4.95
O -1.9611 1.1680 0.1067 -2.91 2.65 0.15
C -0.7176 -1.0806 0.0422 -0.65 1.44 1.48
H 1.8877 -0.3366 0.1777 -1.09 2.87 -2.82
C -1.2129 0.3072 -0.0735 1.87 -2.40 1.06
F 1.3279 1.6351 0.4283 0.44 0.95 0.46
O -0.7192 -2.2372 0.2941 -0.04 -1.71 0.04
N 1.3300 0.5349 -0.5290 0.90 -3.79 4.58
```
Positions in Å, forces in eV/Å.

E_LUMO (alpha / beta) (Ha): 0.004 / -0.149
Multiplicity: 3
Energy above the lowest of the compared OMol25 structures with the same formula, charge and spin (kJ/mol): 385.8
Largest force on an atom (eV/A): 6.008
HOMO energy (alpha / beta) (eV): -6.7 / -11.1
Total charge: 0
Kohn-Sham gap (alpha / beta) (eV): 6.8126 / 7.0839


[2]
Below is a 2-piece molecular cluster, C2HFO2 overall at a distorted geometry, with properties calculated with ωB97M-V/def2-TZVPD.

XYZ file:
```
6
Properties=species:S:1:pos:R:3:forces:R:3
C 0.1061 0.6739 0.0068 2.52 -1.92 -0.81
H -0.4981 -0.3193 -0.1575 0.86 1.60 0.46
C 2.2760 0.1001 -0.0295 -3.86 -0.77 0.46
O 2.6061 -1.0292 0.0610 0.21 0.66 -0.19
O -0.1794 1.7952 0.0591 -0.33 -0.20 0.16
F 3.0624 1.1420 -0.0512 0.60 0.62 -0.08
```
Positions in Å, forces in eV/Å.

E_LUMO (Ha): -0.002
Energy above the lowest of the compared OMol25 structures with the same formula, charge and spin (kJ/mol): 210.6
Largest force on an atom (eV/A): 3.959
HOMO energy (eV): -9.4
Total charge: 0
Kohn-Sham gap (eV): 9.3175


[3]
Below is C2HHgLiO3 as an isolated structure at a distorted geometry, with properties calculated with ωB97M-V/def2-TZVPD.

XYZ file:
```
8
Properties=species:S:1:pos:R:3:forces:R:3
O 1.0822 1.1957 -0.1261 2.23 5.41 1.00
O -2.1265 -0.3384 -0.0558 0.27 -0.44 -0.71
Li 0.9920 3.0547 0.3870 -0.02 -1.30 -0.35
C 0.2110 0.6238 -0.7913 -1.63 -2.58 -0.54
O 0.1294 -0.7409 -0.2208 -3.87 -0.06 -2.55
Hg 2.2040 -0.5104 0.8895 2.34 -1.11 1.70
H -1.2876 -2.1824 0.0681 0.06 0.16 -0.45
C -1.2044 -1.1021 -0.1506 0.61 -0.07 1.91
```
Positions in Å, forces in eV/Å.

E_LUMO (alpha / beta) (Ha): -0.053 / -0.056
Multiplicity: 3
Energy above the lowest of the compared OMol25 structures with the same formula, charge and spin (kJ/mol): 199.0
Largest force on an atom (eV/A): 5.935
HOMO energy (alpha / beta) (eV): -5.2 / -7.3
Total charge: 0
Kohn-Sham gap (alpha / beta) (eV): 3.7115 / 5.7687


[4]
Below is C2HHoO3 as an isolated structure at a distorted geometry, with properties calculated with ωB97M-V/def2-TZVPD.

XYZ file:
```
7
Properties=species:S:1:pos:R:3:forces:R:3
O 1.8297 -0.8140 0.0317 -1.62 -1.14 -0.78
Ho -0.3153 -1.0853 -0.6301 1.85 1.94 0.92
H 2.5332 1.0786 0.3859 -0.16 -0.11 -0.33
O -2.6698 -0.5769 -0.0151 1.78 -0.74 -0.48
O 0.5393 0.9631 -0.1271 -0.96 -1.74 -0.81
C 1.6891 0.4413 0.0745 0.48 1.08 1.06
C -3.6063 -0.0068 0.2802 -1.36 0.71 0.42
```
Positions in Å, forces in eV/Å.

E_LUMO (alpha / beta) (Ha): -0.432 / -0.472
Multiplicity: 5
Energy above the lowest of the compared OMol25 structures with the same formula, charge and spin (kJ/mol): 43.6
Largest force on an atom (eV/A): 2.828
HOMO energy (alpha / beta) (eV): -21.4 / -21.5
Total charge: +2
Kohn-Sham gap (alpha / beta) (eV): 9.6749 / 8.6141


[5]
Below is C2HI3 as an isolated structure at a distorted geometry, with properties calculated with ωB97M-V/def2-TZVPD.

XYZ file:
```
6
Properties=species:S:1:pos:R:3:forces:R:3
C -0.0319 -0.7747 0.2191 -0.25 7.04 -4.48
I -0.1439 -2.3180 -1.1984 0.06 0.33 0.51
C -0.1107 0.7377 -0.4395 0.55 -6.67 4.38
I 0.5224 -1.0584 2.1473 -0.14 -0.09 0.24
H -0.1216 1.0090 -1.4648 -0.28 -0.69 -0.91
I -0.1142 2.4044 0.7362 0.07 0.09 0.26
```
Positions in Å, forces in eV/Å.

E_LUMO (alpha / beta) (Ha): -0.022 / -0.022
Energy above the lowest of the compared OMol25 structures with the same formula, charge and spin (kJ/mol): 156.7
Largest force on an atom (eV/A): 8.343
HOMO energy (alpha / beta) (eV): -8.2 / -8.2
Total charge: 0
Kohn-Sham gap (alpha / beta) (eV): 7.6027 / 7.5985


[6]
Below is an isolated ion of composition C2HIN2O and charge +2 at a distorted geometry, with properties calculated with ωB97M-V/def2-TZVPD.

XYZ file:
```
7
Properties=species:S:1:pos:R:3:forces:R:3
C 1.1387 -0.9466 -1.0128 1.46 -1.12 -0.85
N -1.4317 1.2747 0.6335 -3.73 5.93 -2.79
I 1.6593 -1.5727 -2.7811 -0.34 0.33 0.59
H -2.3721 1.4084 1.0501 0.20 -1.39 0.78
N 1.1097 -0.7186 0.1533 -0.96 -0.33 -1.14
O -0.5778 0.5347 0.9351 1.01 -3.68 1.88
C 0.4740 0.0201 1.0218 2.37 0.25 1.53
```
Positions in Å, forces in eV/Å.

E_LUMO (alpha / beta) (Ha): -0.439 / -0.447
Energy above the lowest of the compared OMol25 structures with the same formula, charge and spin (kJ/mol): 568.5
Largest force on an atom (eV/A): 7.546
HOMO energy (alpha / beta) (eV): -20.4 / -20.3
Total charge: +2
Kohn-Sham gap (alpha / beta) (eV): 8.4454 / 8.0866


[7]
Below is C2HLaLiO2 as an isolated structure at a distorted geometry, with properties calculated with ωB97M-V/def2-TZVPD.

XYZ file:
```
7
Properties=species:S:1:pos:R:3:forces:R:3
La -1.6715 0.0956 1.2271 -0.85 0.26 0.24
H -0.8958 3.7098 0.0642 0.35 0.71 0.52
O 2.0544 2.6489 -1.4083 -4.09 0.05 0.53
Li 0.2325 0.4830 -1.4702 0.07 -0.46 -0.98
O -1.4784 1.8652 -0.7133 0.45 -0.25 1.07
C -0.8108 2.9144 -0.6548 -0.05 -1.45 -1.47
C 0.9377 2.5331 -1.1351 4.11 1.14 0.09
```
Positions in Å, forces in eV/Å.

E_LUMO (alpha / beta) (Ha): -0.531 / -0.537
Energy above the lowest of the compared OMol25 structures with the same formula, charge and spin (kJ/mol): 0.0
Largest force on an atom (eV/A): 4.269
HOMO energy (alpha / beta) (eV): -21.5 / -20.9
Total charge: +3
Kohn-Sham gap (alpha / beta) (eV): 7.0521 / 6.2530


[8]
Below is C2HLiO2Tl as an isolated structure at a distorted geometry, with properties calculated with ωB97M-V/def2-TZVPD.

XYZ file:
```
7
Properties=species:S:1:pos:R:3:forces:R:3
C -0.7878 -1.2728 0.2848 3.83 -3.21 -1.54
O -1.3804 -0.1072 0.4323 0.19 3.19 0.45
H -1.4690 -2.1025 0.1679 0.55 -0.67 0.09
C 0.5687 -1.4449 -0.0947 -2.38 0.84 0.96
Li -0.4350 1.3089 -0.0679 0.46 0.18 0.32
O 1.7346 -1.4564 -0.2305 -1.35 -0.18 0.17
Tl -3.2765 0.2425 -0.6824 -1.29 -0.13 -0.45
```
Positions in Å, forces in eV/Å.

E_LUMO (Ha): -0.191
Energy above the lowest of the compared OMol25 structures with the same formula, charge and spin (kJ/mol): 0.0
Largest force on an atom (eV/A): 5.232
HOMO energy (eV): -11.5
Total charge: +1
Kohn-Sham gap (eV): 6.3179


> Which of these has the lowest largest force on an atom?

C2HHoO3


> Which of these has the highest energy above the lowest of the compared OMol25 structures with the same formula, charge and spin?

C2HIN2O


> Which of these has the lowest largest force on an atom?

C2HHoO3


> What is the largest force on an atom in the fifth record?

8.343 eV/A